1.
The following is a DFT calculation (wB97M-V/def2-TZVPD) of 6 unconnected molecules or ions with the total composition C39H44IOP2 at a distorted geometry.

E_tot = -2567.91856 hartree
LUMO energy = -4.36 eV

The geometry in ORCA input format:
```
! wB97M-V def2-TZVPD RIJCOSX def2/J DEFGRID3
* xyz 1 1
C -0.451 0.614 6.889
C 0.096 -0.091 5.678
C 1.226 0.441 5.054
C 1.757 -0.170 3.924
C 1.198 -1.317 3.389
C 0.079 -1.861 3.994
C -0.468 -1.243 5.123
C -1.726 -1.849 5.722
P -3.181 -0.892 5.144
I -2.917 -0.228 2.850
P -5.070 -1.936 5.585
C -6.245 -0.642 5.084
O -5.265 -3.059 4.425
H 0.307 1.279 7.284
H -0.710 -0.072 7.690
H -1.300 1.249 6.648
H 1.671 1.340 5.446
H 2.633 0.266 3.466
H 1.630 -1.757 2.505
H -0.405 -2.743 3.607
H -1.839 -2.892 5.450
H -1.682 -1.716 6.798
H -3.219 0.246 5.957
H -5.909 0.276 5.561
H -7.228 -0.873 5.476
H -6.249 -0.524 4.006
H -4.465 -3.571 4.262
C 6.605 1.182 1.228
C 6.573 1.775 -0.027
C 5.485 1.571 -0.865
C 4.426 0.780 -0.445
C 4.456 0.190 0.810
C 5.546 0.388 1.647
H 7.455 1.338 1.879
H 7.398 2.395 -0.353
H 5.463 2.027 -1.846
H 3.577 0.620 -1.098
H 3.627 -0.427 1.136
H 5.573 -0.077 2.625
C 1.855 2.496 -2.658
C 1.812 3.091 -3.911
C 0.721 2.877 -4.742
C -0.329 2.074 -4.318
C -0.286 1.482 -3.064
C 0.807 1.690 -2.235
H 2.706 2.661 -2.009
H 2.628 3.720 -4.240
H 0.689 3.335 -5.722
H -1.181 1.909 -4.965
H -1.106 0.856 -2.734
H 0.844 1.225 -1.257
C -6.621 4.171 -0.673
C -5.799 3.150 -1.129
C -5.021 2.434 -0.231
C -5.071 2.737 1.123
C -5.895 3.756 1.580
C -6.668 4.476 0.680
H -7.226 4.732 -1.374
H -5.765 2.913 -2.184
H -4.375 1.642 -0.589
H -4.465 2.175 1.824
H -5.933 3.993 2.636
H -7.307 5.275 1.034
C 5.342 -3.969 -3.257
C 6.594 -3.392 -3.419
C 7.039 -2.433 -2.520
C 6.236 -2.053 -1.454
C 4.985 -2.631 -1.291
C 4.537 -3.586 -2.193
H 4.994 -4.715 -3.959
H 7.223 -3.691 -4.247
H 8.014 -1.980 -2.650
H 6.584 -1.305 -0.751
H 4.358 -2.336 -0.459
H 3.559 -4.034 -2.068
C -1.152 -1.686 -5.360
C -1.197 -1.091 -6.613
C -2.287 -1.305 -7.445
C -3.336 -2.110 -7.021
C -3.293 -2.703 -5.767
C -2.199 -2.494 -4.938
H -0.300 -1.520 -4.712
H -0.381 -0.459 -6.941
H -2.319 -0.846 -8.424
H -4.187 -2.275 -7.669
H -4.111 -3.330 -5.437
H -2.163 -2.961 -3.962
*
```

How positive or negative is each atom? The Löwdin charges in e answer that: -0.0407 -0.2385 -0.0151 -0.0521 -0.0651 -0.0882 -0.3265 -0.3316 0.4072 0.6984 0.6916 -0.2990 -0.3257 0.0857 0.0833 0.0711 0.1181 0.0996 0.1061 0.1097 0.0919 0.0877 -0.0081 0.0395 0.0506 0.0416 0.0594 -0.0915 -0.0871 -0.0890 -0.1071 -0.1212 -0.0981 0.1036 0.1048 0.1055 0.0917 0.0834 0.1001 -0.0995 -0.0867 -0.0879 -0.0970 -0.1048 -0.1040 0.0855 0.1033 0.1034 0.1011 0.0955 0.0930 -0.0842 -0.0870 -0.0983 -0.1228 -0.0989 -0.0889 0.1056 0.1050 0.0955 0.0124 0.0982 0.1042 -0.0968 -0.0932 -0.0872 -0.0892 -0.0995 -0.0981 0.1006 0.1017 0.1022 0.0912 0.0825 0.0967 -0.1045 -0.0997 -0.0929 -0.0954 -0.1000 -0.1034 0.0979 0.1015 0.1019 0.1014 0.0990 0.0953

2.
The following is a DFT calculation (wB97M-V/def2-TZVPD) of a molecular structure, C5H9ErO3 at a distorted geometry.

E_tot = -1436.36771 hartree
Energy above the lowest of the compared OMol25 structures with the same formula, charge and spin = 182.3 kJ/mol
LUMO energy (spin up / spin down) = -0.41 / -0.29 eV

The geometry in ORCA input format:
```
! wB97M-V def2-TZVPD RIJCOSX def2/J DEFGRID3
* xyz 0 4
O -0.816 -0.414 -0.973
Er -2.733 2.060 -2.965
O -1.268 1.747 -1.055
C -0.510 0.850 -0.510
C -0.455 -1.519 -0.162
C -1.021 -2.780 -0.775
H 0.643 -1.579 -0.087
H -0.865 -1.365 0.850
H -0.623 -2.938 -1.787
H -0.747 -3.648 -0.160
H -2.117 -2.732 -0.830
O 0.833 1.082 -0.566
C 1.178 1.868 1.128
C 2.329 1.707 1.786
H 0.690 2.849 1.170
H 3.169 1.177 1.331
H 2.582 2.381 2.605
H -0.269 1.254 0.999
*
```

How positive or negative is each atom? The natural (NBO) charges in e answer that: -0.5596 0.9198 -1.0067 0.8233 -0.0670 -0.6205 0.1829 0.1789 0.2103 0.2130 0.2065 -0.6551 0.0674 -0.5291 0.2083 0.2314 0.2298 -0.0336

3.
The following is a DFT calculation (wB97M-V/def2-TZVPD) of a gas-phase ion, C4H13N4O2S (charge +1) at a distorted geometry.

E_tot = -927.61052 hartree
SMILES = CCN(C)S(=O)(=O)[NH+]=C(N)N
Energy above the lowest of the compared OMol25 structures with the same formula, charge and spin = 0.0 kJ/mol
LUMO energy = -3.29 eV

The geometry in ORCA input format:
```
! wB97M-V def2-TZVPD RIJCOSX def2/J DEFGRID3
* xyz 1 1
C -3.479 0.754 0.160
C -1.902 0.720 0.381
N -1.362 -0.333 -0.414
C -1.491 -1.601 0.229
S 0.117 -0.010 -1.035
O 0.332 -0.768 -2.226
O 0.415 1.400 -1.098
N 1.562 -0.697 -0.011
C 2.684 0.055 0.129
N 3.821 -0.572 0.388
N 2.690 1.355 0.119
H -3.542 0.916 -0.976
H -3.937 -0.126 0.436
H -3.860 1.627 0.617
H -1.559 1.715 0.128
H -1.601 0.633 1.460
H -2.499 -1.889 -0.224
H -0.669 -2.264 -0.171
H -1.398 -1.464 1.303
H 1.788 -1.585 0.344
H 4.658 0.043 0.327
H 3.817 -1.544 0.527
H 3.581 1.835 -0.224
H 1.833 1.798 -0.171
*
```

How positive or negative is each atom? The natural (NBO) charges in e answer that: -0.5916 -0.2514 -0.6069 -0.4317 2.3977 -0.8561 -0.9143 -0.8326 0.6675 -0.7561 -0.7496 0.2207 0.2107 0.2344 0.2450 0.1894 0.2555 0.2219 0.2172 0.4121 0.4300 0.4195 0.4204 0.4483

- Among the records above, which one has the lowest E_tot?
  C39H44IOP2